ORCA calculation (ωB97M-V/def2-TZVPD) on a structure of composition C22H16IMnN3O7.

Last column: Mulliken charge in e.
Positions of all 50 atoms, in Å:
C1 -1.38620 0.47788 5.51535  -0.705
H1 5.49283 -2.22103 -0.34327  0.445
C2 -2.79744 -1.00898 -1.25869  -0.073
Mn1 -0.61460 0.76989 -0.59330  -0.242
C3 -1.16425 0.64267 4.14653  0.356
H2 -4.03939 -1.80180 -5.59743  0.384
C4 -1.66599 -0.05313 1.77322  1.357
C5 3.96506 1.34249 -0.55298  -0.408
O1 7.73863 -1.42885 -0.41073  -0.729
H3 -2.39696 -0.61228 7.04005  0.361
C6 5.88351 -0.10904 -0.47952  -0.058
C7 -2.03617 2.22104 -0.60505  -0.842
H4 5.99009 2.03604 -0.61254  0.444
H5 3.02155 -1.93444 -0.33256  0.428
O2 0.85913 -0.60146 -0.39639  -0.621
C8 -1.83800 -0.19339 3.23441  0.076
C9 5.32159 1.19100 -0.55432  -0.568
C10 3.10745 0.21572 -0.47403  -0.092
C11 -1.41859 0.09943 -4.56752  -0.630
C12 5.03679 -1.24481 -0.39796  -0.594
C13 -2.70242 -1.17576 3.72845  -0.376
I1 -1.08573 4.12499 -0.53283  -0.012
H6 -0.59748 0.69509 -4.94358  0.470
H7 -2.61663 2.19955 -1.52171  0.457
C14 -2.24413 -0.49763 5.97400  -0.269
H8 -4.29509 -2.04841 -3.15234  0.357
O3 -0.31288 1.61878 3.79716  -0.689
C15 3.68208 -1.07938 -0.39373  -0.413
H9 -3.58315 -1.67739 -0.91347  0.381
C16 -3.49340 -1.44261 -3.56248  -0.798
C17 -2.61438 -0.80916 -2.67360  0.492
H10 -3.20294 -1.80988 3.00865  0.443
O4 -0.76849 0.79392 1.34307  -0.849
H11 -0.20799 1.60660 2.82439  0.416
H12 -2.16679 -0.42487 -6.48744  0.384
C18 -2.29881 -0.53191 -5.41745  -0.405
H13 -3.57601 -2.10753 5.44443  0.385
H14 -0.86128 1.13341 6.19811  0.441
C19 -2.90853 -1.33728 5.08148  -0.769
O5 -0.69788 0.59735 -2.40306  -0.556
C20 1.69952 0.37520 -0.48085  1.596
C21 -3.35174 -1.30919 -4.92337  -0.723
N1 -2.42319 -0.74727 0.97556  -1.110
H15 3.52415 2.32924 -0.61379  0.459
C22 -1.55977 -0.01982 -3.17850  0.559
O6 7.99221 0.74933 -0.54916  -0.730
N2 -2.10001 -0.45680 -0.34696  0.926
H16 -2.68113 2.17125 0.26458  0.438
O7 1.13360 1.56311 -0.59002  -0.670
N3 7.25922 -0.26987 -0.48882  0.878

Summary:
- orbital gap (alpha / beta) (Eh) = 0.1440 / 0.2576
- HOMO energy (alpha / beta) (eV) = -2.638 / -6.030
- total charge = -1
- energy relative to the best compared isomer or geometry (same formula, charge and spin) (kcal/mol) = 55.96
- total energy (eV) = -81297.4668
- 2S+1 = 5
- LUMO level (alpha / beta) (eV) = 1.28 / 0.98

ORCA calculation (ωB97M-V/def2-TZVPD) on the molecule C3H6N2O at a distorted geometry.

Last column: Mulliken charge in e.
Positions of all 12 atoms, in Å:
H1 -0.08540 -0.90242 1.33174  0.215
H2 0.74423 -1.57174 -0.80658  0.311
H3 -0.75948 1.75399 0.58858  0.350
H4 2.28605 -0.10299 -0.05302  0.263
C1 -0.43547 -0.23991 0.53235  0.398
H5 -0.12038 -0.32529 -1.66961  0.316
O1 -0.23009 1.08687 1.06062  -0.624
H6 1.22989 1.10566 -0.00831  0.357
N1 -3.01792 -0.29702 0.15857  -0.401
C2 0.43373 -0.51694 -0.74035  -0.688
C3 -1.87683 -0.37131 0.32091  0.168
N2 1.58257 0.36128 -0.62017  -0.664

Summary:
- orbital gap (Eh) = 0.3869
- HOMO energy (eV) = -9.895
- energy relative to the best compared isomer or geometry (same formula, charge and spin) (kcal/mol) = 43.16
- total energy (eV) = -8234.8271
- LUMO level (eV) = 0.63
- SMILES = N#C[C@H](O)CN

ORCA calculation (ωB97M-V/def2-TZVPD) on the molecule C4H9NO at a distorted geometry.

Last column: Mulliken charge in e.
Positions of all 15 atoms, in Å:
C1 -0.61650 2.11103 0.79057  -1.043
H1 1.44019 -2.30354 -0.28465  0.283
O1 1.05108 -0.54185 1.04322  -0.654
H2 -0.75669 2.59533 -0.18290  0.302
C2 1.06016 -1.94230 -1.24338  -0.798
H3 1.90731 -1.56369 -1.82318  0.271
H4 -0.56580 -0.61248 -1.66076  0.213
H5 0.57896 -2.76315 -1.77853  0.304
H6 -1.27129 2.62112 1.50690  0.284
C3 -0.90292 0.60915 0.82366  -0.331
H7 -0.45303 0.22679 1.79779  0.191
H8 -1.93786 0.40107 0.48138  0.312
H9 0.41460 2.27097 1.11298  0.315
N1 0.09201 -0.90287 -0.95752  -0.201
C4 0.15112 -0.28637 0.23921  0.553

Summary:
- orbital gap (Eh) = 0.3848
- HOMO energy (eV) = -9.563
- energy relative to the best compared isomer or geometry (same formula, charge and spin) (kcal/mol) = 27.81
- total energy (eV) = -7831.1139
- LUMO level (eV) = 0.91
- SMILES = CCC(=O)NC

ORCA calculation (ωB97M-V/def2-TZVPD) on a structure of composition C47H58BF2NO8SeTa.

Last column: Mulliken charge in e.
Positions of all 119 atoms, in Å:
H1 0.96844 -3.57286 0.25192  0.245
H2 7.53101 1.55071 -3.35470  0.313
H3 5.48607 -0.52583 4.79851  0.331
C1 3.78292 -2.38508 3.68251  -0.242
H4 -1.06690 -2.15917 2.96349  0.281
H5 5.32064 -2.41098 -3.37345  0.559
C2 3.58807 -1.86590 -2.27031  -0.562
H6 0.01286 0.16833 3.28500  -1.249
B1 -3.37474 0.15155 2.70385  0.275
C3 2.35340 2.30399 4.21292  -0.578
C4 2.95599 -1.32157 4.03686  -0.467
O1 1.47360 1.06516 -1.76343  -0.142
O2 -0.49414 1.80809 -0.48551  -0.527
C5 4.62876 2.72416 -0.74966  0.119
C6 3.40371 -3.14717 2.58603  -0.134
H7 5.23658 -4.77063 3.99055  0.418
H8 7.05047 3.29766 0.57489  0.407
C7 1.79968 -1.01301 3.33863  0.031
C8 3.31463 -0.61856 -3.08357  -1.164
C9 3.74978 0.62452 -2.33649  -0.058
C10 7.06990 2.20538 -1.31631  2.115
N1 -3.73075 1.95719 -0.69986  -0.589
O3 1.73150 -1.40846 -0.84009  -1.160
H9 7.32708 -3.85936 -0.47203  0.315
H10 6.94948 4.33724 -0.85990  0.426
H11 6.72663 -4.00825 4.53792  0.423
C11 2.33960 3.31010 0.04764  -1.096
H12 -0.51264 -3.41605 1.82732  0.268
Ta1 0.40776 -0.22184 -0.24594  3.011
C12 2.95857 -3.38245 -0.48693  -0.415
C13 5.82954 -3.85525 3.93705  -2.156
H13 1.92794 5.34912 5.44348  0.369
H14 6.21779 -1.19769 3.33751  0.373
H15 4.90355 6.12165 5.01767  0.432
C14 1.72685 1.46289 3.30768  -0.547
H16 4.41601 2.59504 6.03379  0.319
C15 5.05953 -2.64898 4.47471  2.159
C16 3.25837 2.47863 -0.81925  -0.189
H17 3.86540 -0.68501 -4.02190  0.789
C17 1.00523 0.20801 3.73586  -0.246
H18 7.21237 3.28257 -3.20438  0.383
H19 5.35823 4.06423 6.29107  0.472
H20 6.51832 -6.77897 -2.70065  0.471
H21 6.42420 -5.29900 0.01384  0.341
C18 7.70807 0.96663 -0.66896  -1.543
H22 4.19649 -5.08889 -0.23096  0.530
Se1 -2.10995 1.31572 1.72352  0.459
F1 -2.90650 -0.41366 3.79797  -0.185
C19 2.25734 -2.87500 1.84560  0.402
C20 1.81303 1.76899 1.95290  0.195
H23 4.04061 -3.77549 6.03547  0.376
H24 4.20218 -2.05404 6.39783  0.315
O4 -0.48678 2.27599 -1.85075  -0.162
H25 5.05550 -6.07482 -3.40371  0.369
H26 8.78379 1.11558 -0.55940  0.467
H27 5.79979 0.27914 -2.74899  0.519
H28 3.23163 5.43309 6.63586  0.478
C21 7.39322 3.42574 -0.45419  -2.166
C22 4.67748 -2.68707 -2.54742  -0.121
H29 8.47369 3.56965 -0.42402  0.434
C23 2.86203 1.44198 -1.64765  -0.038
H30 7.86852 -5.46530 -0.98172  0.491
C24 7.04294 -4.18018 -3.19423  -2.069
H31 2.08847 -4.77172 0.87866  0.717
C25 2.41809 2.94112 1.51707  -0.292
C26 4.40947 5.54373 4.23583  -2.096
H32 7.42092 -3.18483 -2.94971  0.304
H33 3.51681 4.66478 2.10379  0.572
H34 5.06602 -6.59755 -1.71689  0.324
O5 0.26994 -1.51043 1.52999  -0.126
C27 3.04207 3.75664 2.45320  -0.152
H35 4.95074 3.53115 -0.10481  0.656
O6 1.28492 0.94303 1.02623  0.986
C28 4.83882 3.46998 5.53674  -1.596
C29 3.04226 3.45008 3.81093  -0.166
C30 3.74954 4.31175 4.85579  2.023
O7 -1.25281 -1.16471 -0.62441  -0.584
H36 -1.66393 -2.17225 1.26917  0.268
H37 7.55318 0.07098 -1.27328  0.277
C31 5.96466 -1.41192 4.37804  -1.674
C32 -3.17856 1.65126 0.26123  0.355
C33 1.98471 -3.71748 0.61909  -1.326
H38 6.51758 -4.12924 -4.14997  0.417
H39 0.13786 0.87255 -3.27156  0.411
H40 3.21895 -0.68947 4.87776  0.604
H41 -1.36794 2.00404 -2.18975  0.464
H42 8.74135 2.60558 -2.63138  0.489
C34 2.73844 4.78527 5.90889  -1.733
C35 6.98909 -4.84431 -0.80149  -1.572
C36 5.66451 -6.12921 -2.49960  -1.755
C37 7.66890 2.42154 -2.71264  -1.777
C38 5.56743 1.96738 -1.43676  -0.206
H43 3.67755 6.19607 3.75521  0.405
H44 5.57381 3.12306 4.80719  0.343
H45 2.29959 3.94960 6.45583  0.305
H46 5.60686 -3.11173 6.51864  0.478
H47 5.16847 5.26940 3.49983  0.363
H48 6.89167 -1.58433 4.92791  0.471
C39 0.62714 1.63666 -2.67377  -0.666
C40 2.76761 -2.21008 -1.20798  0.443
C41 6.15029 -4.73393 -2.08357  2.080
C42 4.70106 -2.91128 5.94382  -1.784
H49 2.29492 2.05615 5.26727  0.509
H50 2.62335 4.35820 -0.05851  0.876
O8 -0.79876 -0.44486 -1.79413  -0.647
H51 7.90342 -4.83677 -3.32746  0.433
H52 1.07957 2.44413 -3.24146  0.372
H53 4.01800 -3.97760 2.26282  0.632
C43 1.47674 -1.80171 2.24396  0.055
H54 7.28428 0.78447 0.32081  0.364
H55 0.86659 0.22103 4.81738  0.993
H56 6.14666 -3.70402 2.90263  0.438
C44 4.04822 -4.17548 -0.79621  -0.575
C45 5.09824 0.91749 -2.22469  -0.178
C46 4.94443 -3.83703 -1.81314  -0.259
F2 -4.58518 -0.08718 2.28108  -0.144
H57 1.30523 3.21984 -0.27623  -0.027
C47 -0.82468 -2.37923 1.92554  -1.088
H58 2.25551 -0.57820 -3.33732  0.125

Summary:
- orbital gap (Eh) = 0.2980
- HOMO energy (eV) = -10.580
- total charge = +1
- energy relative to the best compared isomer or geometry (same formula, charge and spin) (kcal/mol) = 42.08
- total energy (eV) = -140557.2429
- LUMO level (eV) = -2.47